DFT (ωB97M-V with the def2-TZVPD basis set) results for 3 unconnected molecules or ions with the total composition C25H53N2O3S.

Calculated values
Charge: +1
E_tot (eV): -46726.664
<S²>: 2.01
Spin multiplicity: 3

```
84
C25H53N2O3S, DFT ωB97M-V with the def2-TZVPD basis set
C -1.854 2.144 -1.299
S -0.624 3.029 -0.157
O -1.487 4.243 0.673
C -1.173 5.582 0.154
C -2.112 6.023 -1.158
C -1.372 7.341 -1.789
C -3.618 6.244 -0.586
C -4.420 4.785 -0.764
C -4.545 7.353 -1.333
H -2.538 2.883 -1.901
H -2.482 1.420 -0.602
H -1.199 1.513 -2.042
H 0.364 3.670 -0.924
H -0.019 5.702 -0.123
H -1.402 6.370 1.009
H -2.091 5.118 -1.930
H -0.323 6.964 -2.211
H -1.096 8.167 -0.975
H -1.927 7.806 -2.729
H -3.562 6.438 0.589
H -5.564 4.937 -0.473
H -4.349 4.515 -1.912
H -3.945 3.922 -0.133
H -4.041 7.974 -2.183
H -5.052 8.065 -0.520
H -5.469 6.795 -1.845
C 2.820 -1.665 -5.133
C 2.936 -0.906 -3.777
C 4.096 -1.480 -2.908
C 3.767 -2.768 -2.166
C 2.462 -2.629 -1.395
C 1.286 -2.188 -2.304
N 1.602 -0.943 -3.088
O 1.551 0.142 -2.193
C 0.935 -3.366 -3.257
C 0.002 -2.032 -1.432
C 3.387 0.535 -4.200
H 1.847 -2.135 -5.284
H 2.923 -0.993 -5.993
H 3.586 -2.444 -5.237
H 4.392 -0.734 -2.156
H 4.985 -1.646 -3.529
H 3.721 -3.608 -2.867
H 4.579 -3.001 -1.466
H 2.229 -3.585 -0.907
H 2.604 -1.906 -0.581
H 0.127 -3.089 -3.944
H 0.589 -4.239 -2.687
H 1.782 -3.719 -3.848
H 0.134 -1.322 -0.608
H -0.279 -2.986 -0.970
H -0.849 -1.700 -2.039
H 2.606 1.047 -4.775
H 4.284 0.489 -4.830
H 3.648 1.165 -3.340
C -0.550 -0.871 3.844
C -0.996 -2.264 3.308
C -1.769 -3.066 4.398
C -0.891 -3.743 5.442
C 0.209 -4.558 4.775
C 1.056 -3.709 3.793
N 0.209 -2.988 2.779
O -0.237 -3.943 1.848
C 1.903 -2.702 4.621
C 2.130 -4.624 3.127
C -2.053 -1.911 2.204
H 0.532 -0.722 3.812
H -0.946 -0.048 3.239
H -0.879 -0.702 4.877
H -2.371 -3.851 3.916
H -2.486 -2.412 4.909
H -0.469 -2.998 6.123
H -1.509 -4.406 6.060
H 0.851 -4.997 5.550
H -0.246 -5.407 4.248
H 2.497 -2.054 3.966
H 2.608 -3.230 5.277
H 1.309 -2.067 5.281
H 1.690 -5.483 2.608
H 2.814 -5.039 3.878
H 2.737 -4.061 2.408
H -1.589 -1.388 1.358
H -2.831 -1.254 2.611
H -2.571 -2.797 1.816
```

Atomic charges from the Löwdin analysis, expressed in e, are listed below:
1 C -0.232
2 S 1.111
3 O -0.429
4 C -0.233
5 C -0.298
6 C -0.099
7 C -0.343
8 C -0.113
9 C -0.098
10 H 0.066
11 H 0.107
12 H 0.090
13 H 0.061
14 H 0.129
15 H 0.160
16 H 0.131
17 H 0.092
18 H 0.113
19 H 0.094
20 H 0.146
21 H 0.103
22 H 0.091
23 H 0.062
24 H 0.072
25 H 0.104
26 H 0.090
27 C -0.029
28 C -0.459
29 C -0.141
30 C -0.184
31 C -0.137
32 C -0.471
33 N -0.017
34 O -0.083
35 C -0.043
36 C -0.050
37 C -0.056
38 H 0.064
39 H 0.079
40 H 0.091
41 H 0.121
42 H 0.125
43 H 0.108
44 H 0.119
45 H 0.127
46 H 0.123
47 H 0.091
48 H 0.095
49 H 0.066
50 H 0.061
51 H 0.082
52 H 0.082
53 H 0.085
54 H 0.091
55 H 0.070
56 C -0.034
57 C -0.457
58 C -0.142
59 C -0.187
60 C -0.138
61 C -0.478
62 N -0.024
63 O -0.039
64 C -0.050
65 C -0.043
66 C -0.054
67 H 0.062
68 H 0.066
69 H 0.089
70 H 0.124
71 H 0.123
72 H 0.106
73 H 0.119
74 H 0.127
75 H 0.126
76 H 0.088
77 H 0.092
78 H 0.062
79 H 0.078
80 H 0.087
81 H 0.081
82 H 0.064
83 H 0.086
84 H 0.079